170
Properties=species:S:1:pos:R:3 method="wB97M-V/def2-TZVPD" orbital_gap_ev=10.55 charge=0 total_energy_ha=-7621.074222
C -3.50 5.60 0.25
O -2.48 5.04 1.08
P -2.15 5.81 2.42
O -3.34 6.14 3.23
O -1.16 4.71 3.09
C 0.13 4.28 2.49
O -1.33 7.09 2.01
C -1.14 8.11 2.92
H -3.93 4.73 -0.24
H -2.97 6.27 -0.49
H -4.28 6.07 0.87
H 0.81 5.17 2.57
H 0.01 3.92 1.46
H 0.50 3.49 3.19
H -0.85 8.97 2.33
H -0.40 7.83 3.70
H -2.14 8.34 3.39
C 2.79 1.65 -2.60
O 3.68 0.58 -2.80
P 4.92 0.47 -1.79
O 5.50 1.78 -1.35
O 4.37 -0.47 -0.68
C 5.30 -0.76 0.36
O 5.96 -0.33 -2.67
C 6.99 0.38 -3.32
H 2.43 1.80 -1.56
H 1.95 1.35 -3.23
H 3.32 2.58 -2.85
H 6.12 -1.35 -0.01
H 4.82 -1.36 1.08
H 5.78 0.10 0.88
H 7.07 0.02 -4.29
H 7.93 0.26 -2.74
H 6.77 1.43 -3.40
C 0.91 -1.13 -0.85
O 0.11 -0.29 0.05
P -0.70 0.98 -0.45
O 0.14 2.03 -1.07
O -1.79 0.35 -1.36
C -2.84 1.18 -2.06
O -1.47 1.45 0.84
C -2.32 0.62 1.63
H 1.67 -0.51 -1.39
H 0.27 -1.46 -1.64
H 1.41 -1.90 -0.18
H -3.84 0.79 -1.74
H -2.69 1.13 -3.16
H -2.72 2.20 -1.79
H -1.72 -0.08 2.21
H -2.96 0.04 0.96
H -2.92 1.25 2.28
C 3.33 -2.84 -2.50
O 3.37 -3.80 -3.47
P 3.71 -5.32 -3.23
O 5.08 -5.64 -2.80
O 2.51 -5.68 -2.23
C 2.50 -7.12 -1.81
O 3.35 -6.02 -4.57
C 4.42 -6.45 -5.44
H 2.64 -3.16 -1.68
H 2.86 -1.97 -3.03
H 4.35 -2.59 -2.14
H 1.92 -7.29 -0.97
H 3.51 -7.36 -1.52
H 2.16 -7.83 -2.54
H 3.97 -6.70 -6.37
H 4.85 -7.36 -5.05
H 5.08 -5.58 -5.59
C 4.10 5.01 -0.73
O 3.01 5.74 -0.29
P 2.20 6.95 -0.93
O 2.47 7.29 -2.33
O 0.70 6.60 -0.65
C 0.12 5.46 -1.25
O 2.44 8.18 0.09
C 1.48 9.29 -0.05
H 3.74 3.96 -0.84
H 4.98 5.00 -0.10
H 4.38 5.37 -1.75
H 0.57 5.40 -2.26
H -0.90 5.72 -1.33
H 0.36 4.55 -0.63
H 1.73 10.06 0.73
H 0.53 8.94 0.11
H 1.59 9.64 -1.04
C 2.64 -4.00 4.19
O 2.73 -4.82 2.98
P 2.40 -4.26 1.55
O 2.70 -2.86 1.39
O 3.11 -5.28 0.57
C 4.49 -5.17 0.23
O 0.85 -4.65 1.31
C 0.21 -4.46 0.08
H 3.43 -4.35 4.79
H 1.64 -4.23 4.67
H 2.77 -2.94 3.92
H 4.72 -4.37 -0.43
H 4.68 -6.06 -0.35
H 5.15 -5.17 1.11
H 0.97 -4.27 -0.63
H -0.42 -3.56 0.06
H -0.32 -5.42 -0.07
C -6.35 -5.19 1.37
O -5.83 -3.84 1.10
P -4.27 -3.58 1.00
O -3.39 -4.76 0.87
O -4.32 -2.47 -0.19
C -3.20 -2.57 -1.13
O -3.84 -2.70 2.27
C -4.72 -1.63 2.73
H -6.38 -5.41 2.45
H -5.75 -5.95 0.86
H -7.34 -5.27 0.94
H -3.15 -3.51 -1.66
H -2.26 -2.53 -0.60
H -3.23 -1.79 -1.88
H -5.43 -1.29 1.95
H -4.05 -0.82 3.06
H -5.31 -1.98 3.57
C -6.05 1.59 0.19
O -5.77 2.74 0.92
P -5.94 2.67 2.50
O -6.11 1.29 2.96
O -4.61 3.41 2.89
C -3.91 3.32 4.08
O -7.11 3.60 2.97
C -7.04 4.89 3.53
H -5.48 0.71 0.67
H -5.60 1.82 -0.77
H -7.16 1.41 0.20
H -2.85 3.32 3.92
H -4.20 2.36 4.61
H -4.25 4.10 4.77
H -7.67 5.63 3.14
H -6.00 5.25 3.48
H -7.22 4.89 4.60
C -3.09 -2.62 -5.88
O -1.70 -2.29 -5.88
P -0.78 -2.87 -4.73
O -1.23 -2.71 -3.36
O -0.71 -4.44 -5.15
C -0.38 -5.46 -4.17
O 0.64 -2.23 -5.17
C 1.20 -2.84 -6.36
H -3.38 -2.17 -6.85
H -3.68 -2.17 -5.07
H -3.22 -3.66 -6.02
H 0.70 -5.59 -4.16
H -0.91 -6.38 -4.44
H -0.64 -5.12 -3.13
H 1.98 -2.11 -6.66
H 0.48 -2.87 -7.13
H 1.60 -3.83 -6.10
C -0.07 -1.83 3.29
O -0.35 -0.63 4.02
P 0.83 -0.06 4.90
O 1.78 -0.99 5.40
O 1.48 1.07 4.05
C 2.21 0.78 2.88
O 0.13 0.89 5.91
C 0.98 1.36 6.95
H 0.31 -1.57 2.32
H -1.00 -2.37 3.18
H 0.61 -2.48 3.82
H 2.40 -0.27 2.73
H 3.19 1.22 2.94
H 1.80 1.23 2.00
H 2.01 1.63 6.59
H 1.18 0.53 7.72
H 0.54 2.19 7.47